C33H20BCo2F3O8S | ωB97M-V/def2-TZVPD

Geometry as XYZ:
```
68
C33H20BCo2F3O8S (ωB97M-V/def2-TZVPD)
O 1.9869 0.9907 1.3844
C 1.4012 1.2944 0.4120
Co 0.3070 1.6548 -1.0366
C -0.2085 2.5748 -2.6183
O -0.2422 3.1091 -3.6527
C 1.2234 3.2281 -1.2441
O 1.7803 4.2372 -1.4352
C 2.2025 -0.2096 -1.8175
C 3.2539 -0.5189 -0.9045
C 4.0210 0.4622 -0.2328
C 5.1848 0.0660 0.4312
C 5.6664 -1.2427 0.2741
C 4.8225 -2.2312 -0.2486
C 3.6008 -1.8807 -0.8046
C 0.9002 0.0846 -1.8965
C -0.5040 -0.0076 -1.8272
Co 2.1027 -0.0012 -3.6206
C 2.4276 1.6607 -4.3221
O 2.7791 2.6190 -4.8553
C 1.1452 -1.2355 -4.3602
O 0.4846 -2.0750 -4.8053
C 3.7119 -0.5900 -3.7452
O 4.8066 -0.9451 -3.6936
H 3.7610 1.5239 -0.3078
H 5.7496 0.8027 1.0090
H 6.6733 -1.5123 0.6118
H 5.1205 -3.2760 -0.2898
H 2.9205 -2.6104 -1.2531
H -1.0081 0.1938 -2.7990
H -0.8400 -0.7692 -0.9853
C -5.1228 -3.0229 -2.4343
C -4.1097 -2.4328 -1.5397
C -4.2339 -1.5177 -0.4813
C -3.0381 -0.7353 -0.4038
C -2.2001 -0.8693 -1.5394
B -0.0972 0.0848 2.5656
C -0.6240 1.3387 1.7318
C -1.1020 1.6680 0.3285
C -1.5049 3.0204 -0.0039
C -1.5283 3.9674 1.0052
C -1.9527 5.3834 0.7556
F -2.4896 5.9442 1.8866
F -0.8458 6.1236 0.4085
F -2.8648 5.5049 -0.2453
C -1.0619 3.6800 2.2752
C -0.6639 2.3958 2.6218
O -0.6084 -0.1375 3.8636
C -0.9393 -1.4667 3.8582
C -0.3740 -2.1113 2.7400
C -0.3366 -3.4929 2.6868
C -0.8219 -4.2112 3.7944
C -1.3776 -3.5554 4.8952
C -1.5344 -2.1615 4.8968
O 0.2204 -1.1727 1.9223
S -2.4983 -2.4234 -2.2162
H -6.1500 -2.9696 -2.0762
H -5.0421 -2.4677 -3.3838
H -4.8313 -4.0670 -2.6206
H -5.1199 -1.3478 0.1590
H -2.7702 -0.2153 0.5375
H -1.8608 1.0088 -0.1189
H -1.9367 3.2376 -0.9952
H -1.0138 4.4523 3.0375
H -0.3810 2.2260 3.6634
H 0.1020 -3.9914 1.8244
H -0.7533 -5.3007 3.7860
H -1.6964 -4.1284 5.7617
H -2.0676 -1.6344 5.6867
```

**HOMO**: -5.66 eV
**DFT total energy**: -145830.9380 eV

Atom charges from the natural (NBO) analysis, given in e for atoms 1 to 8: atom 1 (O): -0.545, atom 2 (C): 0.681, atom 3 (Co): 0.088, atom 4 (C): 0.629, atom 5 (O): -0.436, atom 6 (C): 0.637, atom 7 (O): -0.426, atom 8 (C): -0.060

C33H21BrN6O6S2W | ωB97M-V/def2-TZVPD

Geometry as XYZ:
```
70
C33H21BrN6O6S2W (ωB97M-V/def2-TZVPD)
W -0.1188 0.5123 -1.0786
S 1.5294 1.7494 -2.5999
C 0.0898 2.5225 -3.1286
C -0.0985 3.3916 -4.2124
C -1.3527 3.9116 -4.4185
C -2.4121 3.5621 -3.5706
C -2.1690 2.6846 -2.5427
N -0.9349 2.1964 -2.3299
H 0.7361 3.6271 -4.8572
H -1.5232 4.5936 -5.2425
H -3.4065 3.9598 -3.7113
H -2.9482 2.3655 -1.8648
Br 0.1568 -1.1268 6.0520
C 1.6382 -1.6761 5.0210
C 1.4263 -2.3684 3.8363
C 2.5124 -2.7571 3.0673
C 3.8038 -2.4435 3.4837
C 4.0000 -1.8019 4.6963
C 2.9189 -1.3956 5.4652
N 5.0490 -2.8136 2.8090
N 5.1964 -2.7933 1.5799
C 4.1499 -2.2630 0.7169
C 3.7572 -3.0442 -0.3357
C 2.6521 -2.7134 -1.1471
C 1.9547 -1.5540 -0.8827
O 0.8815 -1.1729 -1.5090
C 2.4784 -0.6527 0.0946
N 1.8326 0.5483 0.1603
C 2.2272 1.4233 1.0518
C 3.3283 1.1851 1.9043
C 3.9977 0.0037 1.8271
C 3.5707 -0.9835 0.9020
H 0.4193 -2.5809 3.5038
H 2.3341 -3.2935 2.1462
H 5.0136 -1.6084 5.0255
H 3.0706 -0.8756 6.4008
H 4.2782 -3.9808 -0.4958
H 2.3172 -3.3754 -1.9327
H 1.7144 2.3726 1.0883
H 3.6228 1.9548 2.6038
H 4.8553 -0.1789 2.4596
O -1.2327 -0.4624 2.7238
C -0.9563 0.0974 1.6966
O -0.5176 -0.5127 0.6126
C -0.9831 1.5876 1.5321
C -1.3101 2.4377 2.5701
C -1.1494 3.7981 2.3957
C -0.6304 4.2362 1.1842
C -0.3384 3.3298 0.1894
N -0.5582 2.0090 0.3376
H -1.6633 1.9928 3.4911
H -1.3911 4.4976 3.1840
H -0.4353 5.2845 1.0040
H 0.0882 3.6354 -0.7528
O -4.5807 0.8915 -0.8436
S -3.7439 -0.2661 -0.6973
O -3.6461 -0.9046 0.5747
N -2.2616 0.0677 -1.3295
C -2.0351 -0.5595 -2.4747
O -0.9593 -0.2859 -3.0452
C -3.1105 -1.5036 -2.8991
C -3.1527 -2.3790 -3.9636
C -4.2865 -3.1782 -4.0848
C -5.3268 -3.0880 -3.1642
C -5.2727 -2.2102 -2.0856
C -4.1368 -1.4340 -1.9787
H -2.3310 -2.4373 -4.6643
H -4.3578 -3.8834 -4.9018
H -6.1946 -3.7241 -3.2822
H -6.0754 -2.1471 -1.3641
```

**HOMO**: -6.52 eV
**DFT total energy**: -149327.6912 eV

Atom charges from the natural (NBO) analysis, given in e for atoms 1 to 8: atom 1 (W): 1.604, atom 2 (S): -0.080, atom 3 (C): 0.099, atom 4 (C): -0.274, atom 5 (C): -0.140, atom 6 (C): -0.278, atom 7 (C): 0.049, atom 8 (N): -0.537

C33H21FN6O6RuSSe | ωB97M-V/def2-TZVPD

Geometry as XYZ:
```
70
C33H21FN6O6RuSSe (ωB97M-V/def2-TZVPD)
Ru 0.5641 0.0387 1.3799
Se 5.9268 -0.1574 6.7679
N 4.1457 -0.0904 6.7777
C 3.7093 -0.0573 5.5392
C 2.3270 -0.0463 5.1706
C 1.2736 -0.0822 6.0740
C -0.0336 -0.1104 5.5973
C -0.2595 -0.0938 4.2293
N 0.7264 -0.0484 3.3439
C 2.0228 -0.0346 3.7777
C 3.0220 -0.0514 2.7937
N 2.6205 -0.0823 1.4823
C 3.5340 -0.1239 0.5252
C 4.8980 -0.1669 0.7882
C 5.3412 -0.1396 2.1050
C 4.4123 -0.0818 3.1340
C 4.7464 -0.0820 4.5229
N 5.9762 -0.1441 4.9889
H 1.4854 -0.1057 7.1306
H -0.8708 -0.1433 6.2726
H -1.2668 -0.1202 3.8316
H 3.1746 -0.1321 -0.4971
H 5.5937 -0.2200 -0.0306
H 6.3922 -0.1637 2.3437
C -3.6507 -3.4236 -3.7271
C -2.2575 -3.1174 -4.2714
C -2.3710 -2.3607 -5.5899
C -0.9839 -2.0885 -6.1499
C -0.2080 -1.2938 -5.1483
C 0.7849 -0.4253 -5.5489
C 1.4710 0.3365 -4.6058
F 2.4341 1.1623 -5.0219
C 1.1811 0.2509 -3.2657
C 0.1999 -0.6478 -2.8320
C -0.0432 -0.7926 -1.4045
O 0.5524 0.0021 -0.6091
C -0.9198 -1.8471 -1.0423
C -1.5996 -2.5279 -2.0247
N -1.4512 -2.3269 -3.3323
C -0.5067 -1.4312 -3.7765
C -1.2456 -2.3117 0.3857
O -2.1846 -3.0709 0.5165
O -0.4752 -1.9230 1.3132
H -4.2716 -3.7711 -4.5486
H -4.1052 -2.5278 -3.3122
H -3.6479 -4.2036 -2.9721
H -1.7228 -4.0617 -4.4412
H -2.8902 -1.4151 -5.4198
H -2.9590 -2.9523 -6.2899
H -1.0478 -1.5442 -7.0912
H -0.4670 -3.0320 -6.3491
H 1.0334 -0.3312 -6.5939
H 1.7080 0.8573 -2.5467
H -2.3056 -3.2771 -1.6975
O -2.2567 0.7805 -0.3784
C -1.9732 1.5334 0.5327
N -1.1304 1.2254 1.5479
S -0.5358 2.5991 2.2850
O 0.7927 2.7277 1.7218
O -0.6113 2.5270 3.7102
C -1.7819 3.6811 1.6146
C -2.1644 4.9540 1.9687
C -3.3158 5.4643 1.3740
C -4.0333 4.7184 0.4482
C -3.6269 3.4418 0.0883
C -2.4996 2.9187 0.7024
H -1.5989 5.5224 2.6881
H -3.6620 6.4491 1.6483
H -4.9302 5.1373 0.0184
H -4.1826 2.8516 -0.6225
```

**HOMO (alpha / beta)**: -10.84 / -10.81 eV
**Net charge**: +1
**DFT total energy**: -137264.4658 eV
**2S+1**: 2

Atom charges from the natural (NBO) analysis, given in e for atoms 1 to 8: atom 1 (Ru): 1.268, atom 2 (Se): 1.016, atom 3 (N): -0.593, atom 4 (C): 0.091, atom 5 (C): 0.009, atom 6 (C): -0.112, atom 7 (C): -0.210, atom 8 (C): 0.126

C33H22AlF2INP | ωB97M-V/def2-TZVPD

Geometry as XYZ:
```
61
C33H22AlF2INP (ωB97M-V/def2-TZVPD)
Al 0.0688 0.0951 1.3264
F 5.2813 0.5608 1.4828
C 4.1722 1.0010 1.9502
C 3.0581 0.4612 1.3445
C 1.7925 0.7041 1.8246
C 1.5774 1.6561 2.8676
C 2.7474 2.2943 3.3292
F 2.6700 3.2720 4.2450
C 4.0506 2.0278 2.8861
C 0.1622 1.9377 3.2664
C -0.1716 2.8202 4.2929
C -1.4996 2.7797 4.7636
C -2.4794 1.9944 4.1090
C -2.0873 1.1946 3.0661
N -0.8190 1.1527 2.6897
H 3.2415 -0.1887 0.4914
H 4.8642 2.6919 3.3352
H 0.5317 3.5122 4.7842
H -1.9110 3.4676 5.4776
H -3.5200 1.9904 4.4285
H -2.7794 0.6035 2.5033
I -0.6281 -2.5983 1.5616
C 0.9554 -3.1826 0.1748
C 1.7080 -4.2017 0.6716
C 2.5809 -4.8706 -0.1685
C 2.6980 -4.5083 -1.5040
C 1.9890 -3.4074 -2.0199
C 2.0511 -3.1163 -3.3836
C 1.3443 -2.0957 -3.9907
C 0.6196 -1.2051 -3.1622
C 0.4661 -1.4529 -1.7884
P -0.4658 -0.1397 -0.9334
C -0.3228 1.3907 -1.8345
C -1.4521 1.7650 -2.6111
C -1.4815 2.9989 -3.2913
C -0.3056 3.7849 -3.2316
C 0.7960 3.4679 -2.3913
C 0.7505 2.2665 -1.6853
C -2.2313 -0.6635 -0.8374
C -2.7849 -1.8462 -1.4073
C -4.1012 -2.2437 -1.1464
C -4.9473 -1.4846 -0.3374
C -4.4893 -0.2484 0.0894
C -3.1585 0.1282 -0.1062
C 1.1046 -2.5934 -1.1724
H 1.6635 -4.5214 1.6736
H 3.1541 -5.6881 0.2912
H 3.2887 -5.1531 -2.1837
H 2.8242 -3.6060 -3.9446
H 1.3629 -1.9614 -5.0169
H 0.2704 -0.2980 -3.6338
H -2.3165 1.0563 -2.6208
H -2.3157 3.2996 -3.8855
H -0.3010 4.6585 -3.9140
H 1.7064 4.0564 -2.3219
H 1.7255 2.0200 -1.2414
H -2.1715 -2.4805 -2.0793
H -4.4750 -3.1286 -1.6057
H -5.9761 -1.7745 -0.3223
H -5.2140 0.4441 0.6019
H -2.8712 1.1044 0.2444
```

**HOMO**: -14.03 eV
**Net charge**: +2
**DFT total energy**: -65476.2503 eV

Atom charges from the natural (NBO) analysis, given in e for atoms 1 to 8: atom 1 (Al): 1.564, atom 2 (F): -0.269, atom 3 (C): 0.461, atom 4 (C): -0.272, atom 5 (C): -0.597, atom 6 (C): -0.196, atom 7 (C): 0.464, atom 8 (F): -0.307

C33H22Br2F2N2OPPtS2Te | ωB97M-V/def2-TZVPD

Geometry as XYZ:
```
67
C33H22Br2F2N2OPPtS2Te (ωB97M-V/def2-TZVPD)
Pt -0.3230 -1.6717 -0.5250
C -1.3173 -5.0643 -0.6515
C -2.5371 -4.1915 -0.6865
C -3.8349 -4.7551 -0.5989
C -4.9304 -3.9623 -0.6148
C -4.7673 -2.5668 -0.7206
C -5.8153 -1.6203 -0.7440
Br -7.6330 -2.1908 -0.6287
C -5.5586 -0.2869 -0.8377
C -4.2371 0.1753 -0.9187
Br -3.8999 2.0335 -1.0243
C -3.1322 -0.6750 -0.9113
O -1.9259 -0.2516 -1.0044
C -3.4364 -2.0875 -0.8043
N -2.3633 -2.9024 -0.7868
H -1.5318 -6.0516 -1.0669
H -0.9715 -5.1939 0.3811
H -0.5157 -4.6006 -1.2160
H -3.9448 -5.8324 -0.5175
H -5.9237 -4.3857 -0.5475
H -6.3771 0.4199 -0.8425
F -1.0793 0.0709 4.5083
C -0.4659 -0.7965 3.6917
C -0.7211 -0.7619 2.3432
C -0.0747 -1.6750 1.5127
C 0.8366 -2.5950 2.0423
C 1.0422 -2.5809 3.4145
F 1.9111 -3.4502 3.9903
C 0.4112 -1.7060 4.2614
C 1.5557 -3.4255 1.0839
C 2.4231 -4.4784 1.3870
C 3.0779 -5.1470 0.3700
C 2.8748 -4.7645 -0.9411
C 1.9890 -3.7302 -1.1724
N 1.3440 -3.0962 -0.1956
H -1.3995 -0.0145 1.9467
H 0.6099 -1.7215 5.3245
H 2.5809 -4.7673 2.4143
H 3.7534 -5.9632 0.6010
H 3.3819 -5.2491 -1.7637
H 1.7783 -3.3801 -2.1768
Te 1.4286 -0.1761 -1.9276
S 1.7659 1.9988 1.4928
P 1.4075 2.8936 -0.1942
S 0.2906 1.9185 -1.6469
C 0.4754 4.4583 0.0129
C 0.7667 5.2295 1.1355
C 0.1017 6.4267 1.3615
C -0.8749 6.8598 0.4743
C -1.1758 6.0942 -0.6439
C -0.4995 4.8997 -0.8802
C 2.9578 3.4487 -0.9986
C 3.1239 3.4472 -2.3796
C 4.3090 3.9168 -2.9416
C 5.3264 4.3972 -2.1295
C 5.1660 4.3935 -0.7491
C 3.9907 3.9135 -0.1863
H 1.5029 4.8730 1.8472
H 0.3352 7.0176 2.2397
H -1.4049 7.7880 0.6557
H -1.9477 6.4147 -1.3355
H -0.7457 4.3150 -1.7583
H 2.3301 3.0700 -3.0134
H 4.4353 3.8993 -4.0186
H 6.2444 4.7680 -2.5713
H 5.9641 4.7563 -0.1112
H 3.8733 3.8722 0.8911
```

**HOMO (alpha / beta)**: -3.21 / -3.23 eV
**Net charge**: -1
**DFT total energy**: -226628.9757 eV

Atom charges from the natural (NBO) analysis, given in e for atoms 1 to 8: atom 1 (Pt): 0.845, atom 2 (C): -0.642, atom 3 (C): 0.218, atom 4 (C): -0.247, atom 5 (C): -0.159, atom 6 (C): -0.129, atom 7 (C): -0.109, atom 8 (Br): 0.000

C33H23MgN6O4S2 | ωB97M-V/def2-TZVPD

Geometry as XYZ:
```
69
C33H23MgN6O4S2 (ωB97M-V/def2-TZVPD)
Mg 12.8326 13.7469 7.9969
S 13.6659 15.4988 6.6229
C 12.4438 16.6464 7.1550
N 12.7095 17.8819 7.2680
N 11.6464 18.6175 7.9139
C 10.8639 19.4827 7.1085
C 10.2795 20.6308 7.6632
C 9.4143 21.4288 6.8795
C 9.1335 21.0849 5.5801
C 9.6944 19.9402 5.0392
C 10.5411 19.1520 5.8066
N 11.1356 16.2660 7.5640
N 11.1091 15.1955 8.1416
C 9.8143 14.8043 8.5605
C 8.7197 15.0807 7.7538
C 7.4242 14.9084 8.2264
C 7.1956 14.3821 9.5059
C 8.2883 14.0079 10.2756
C 9.6026 14.2069 9.7815
H 12.0475 19.0854 8.7271
H 10.5625 20.9762 8.6736
H 8.9194 22.2666 7.3744
H 8.4421 21.6704 4.9883
H 9.4241 19.6232 4.0308
H 10.9001 18.2307 5.3403
H 8.8429 15.5158 6.7456
H 6.5402 15.0716 7.5773
H 6.1828 14.3488 9.9117
H 8.0980 13.5347 11.2144
H 10.4737 13.9065 10.3735
S 18.4407 12.8831 8.2232
C 18.7081 14.6090 8.2616
C 19.8853 15.3683 8.1723
C 19.7717 16.7535 8.2266
C 18.5143 17.3682 8.1429
C 17.3565 16.6404 8.1879
C 17.4643 15.2376 8.2632
N 16.3566 14.3977 8.3178
C 16.7240 13.1485 8.4123
C 15.7494 12.0552 8.6026
C 16.2218 10.7022 8.9130
C 16.0728 10.0288 7.5204
C 14.9268 10.1645 6.9115
C 13.8053 11.0447 7.4308
C 14.3657 12.1857 8.5120
H 20.8454 14.8882 8.1187
H 20.6736 17.3626 8.1995
H 18.4846 18.4522 8.0418
H 16.3492 17.0193 8.0349
H 17.2271 10.6130 9.2675
H 16.7632 9.2647 7.1449
H 14.6638 9.4911 6.1087
H 13.2030 11.4703 6.6072
O 10.6108 10.8271 9.3138
C 11.5244 11.2531 8.6308
O 11.5306 12.3606 8.0008
C 12.8915 10.4533 8.5314
C 13.8661 11.0543 9.5652
C 15.1129 10.1754 9.9055
C 14.8219 8.7412 9.7679
C 13.6242 8.1913 9.2871
C 12.7002 8.9510 8.6171
N 15.8839 7.9023 10.0558
O 15.8003 6.6588 9.9251
O 16.9923 8.4285 10.3560
H 13.3896 11.3923 10.4860
H 15.4407 10.3426 10.9160
H 13.3806 7.1541 9.3320
H 11.8451 8.4597 8.2460
```

**HOMO**: -3.47 eV
**Net charge**: -1
**DFT total energy**: -78835.9893 eV

Atom charges from the natural (NBO) analysis, given in e for atoms 1 to 8: atom 1 (Mg): 1.700, atom 2 (S): -0.497, atom 3 (C): 0.204, atom 4 (N): -0.326, atom 5 (N): -0.475, atom 6 (C): 0.164, atom 7 (C): -0.262, atom 8 (C): -0.187

C33H24Br2CeN6O6 | ωB97M-V/def2-TZVPD

Geometry as XYZ:
```
72
C33H24Br2CeN6O6 (ωB97M-V/def2-TZVPD)
Ce -0.2220 0.5925 0.1062
C 1.6562 1.9124 2.7092
O 1.6292 0.8175 1.7671
C 2.8675 0.2572 1.4298
C 3.9366 0.3008 2.3029
C 5.1416 -0.2685 1.9193
C 5.2577 -0.8780 0.6783
C 4.1735 -0.9232 -0.1785
C 2.9620 -0.3526 0.1891
N 1.8019 -0.3599 -0.6787
N 2.0603 -0.7813 -1.8482
C 1.2096 -0.9739 -2.8683
C -0.1927 -0.7492 -2.8558
O -0.7862 -0.1885 -1.8088
C -0.9869 -1.1447 -3.9303
C -0.4087 -1.7054 -5.0383
C 0.9890 -1.8955 -5.1526
C 1.5440 -2.4364 -6.3326
C 2.8979 -2.5884 -6.4466
C 3.7277 -2.1971 -5.3823
C 3.2078 -1.6741 -4.2213
C 1.8226 -1.5181 -4.0783
H 1.6814 1.5254 3.7251
H 0.7524 2.4926 2.5510
H 2.5184 2.5417 2.5027
H 3.8453 0.7655 3.2735
H 5.9839 -0.2352 2.5962
H 6.1945 -1.3247 0.3762
H 4.2546 -1.4095 -1.1392
H -2.0526 -0.9725 -3.8689
H -1.0388 -2.0010 -5.8696
H 0.8840 -2.7187 -7.1433
H 3.3291 -2.9977 -7.3494
H 4.8003 -2.3018 -5.4799
H 3.8707 -1.3626 -3.4270
C -4.3814 1.1020 0.9318
C -3.4501 2.2277 0.6623
N -2.1842 2.1269 0.2719
C -1.7062 3.4285 0.1418
C -2.6906 4.3064 0.4625
N -3.7673 3.5254 0.7865
C -2.8682 5.7930 0.5888
O -1.9105 6.5713 0.1274
O -3.8968 6.1819 1.0682
C -0.3148 3.6958 -0.2695
O 0.0419 4.7827 -0.6347
O 0.4785 2.6141 -0.2069
H -3.9567 0.1712 0.5625
H -5.3385 1.2626 0.4366
H -4.5685 1.0030 2.0027
H -4.6497 3.9325 1.0778
H -1.1751 6.0515 -0.2687
Br -2.6212 -6.0406 1.4706
C -1.8431 -4.3729 1.2195
C -1.0939 -4.1076 0.0842
C -0.5573 -2.8443 -0.0451
N -0.7348 -1.8648 0.8493
C -1.4428 -2.1380 1.9588
C -2.0146 -3.3766 2.1739
C -1.6110 -1.0203 2.9267
C -1.9914 -1.2439 4.2381
C -2.1805 -0.1557 5.0778
Br -2.6836 -0.4195 6.8456
C -1.9953 1.1279 4.5822
C -1.5972 1.2555 3.2694
N -1.3872 0.2154 2.4518
H -0.9280 -4.8574 -0.6753
H 0.0439 -2.6059 -0.9142
H -2.6106 -3.5736 3.0523
H -2.1260 -2.2456 4.6180
H -2.1490 2.0010 5.2001
H -1.4501 2.2430 2.8470
```

**HOMO**: -13.17 eV
**Net charge**: +2
**DFT total energy**: -208840.3700 eV

Atom charges from the Mulliken analysis, given in e for atoms 1 to 8: atom 1 (Ce): 0.303, atom 2 (C): -1.003, atom 3 (O): 0.322, atom 4 (C): 0.623, atom 5 (C): -0.808, atom 6 (C): -0.704, atom 7 (C): -0.981, atom 8 (C): -0.683